2 unconnected molecules or ions with the total composition C4H13N4O at a distorted geometry. Source: the OMol25 dataset; level of theory: ωB97M-V/def2-TZVPD.

XYZ file:
```
22
Properties=species:S:1:pos:R:3:forces:R:3:mulliken_charge:R:1
C -1.241 0.398 -3.259 -0.56 0.21 0.08 -0.92
C -0.819 -0.816 -2.504 0.71 0.10 -0.10 0.68
O -0.266 -0.780 -1.396 -0.21 0.28 0.26 -0.76
N -0.970 -2.000 -3.097 -0.07 -0.31 0.36 -0.38
H -1.809 1.066 -2.610 -0.19 -0.18 -0.02 0.26
H -1.829 0.109 -4.124 -0.15 0.21 -0.08 0.34
H -0.701 -2.756 -2.486 -0.07 -0.39 -0.39 0.24
H -1.455 -2.177 -3.961 0.05 0.13 0.08 0.21
H -0.407 0.999 -3.591 0.51 -0.14 -0.08 0.27
C 1.422 0.892 3.917 0.15 0.72 -0.53 -0.93
C 0.428 0.578 1.640 0.74 1.52 -0.45 0.60
N -0.588 0.816 0.819 -0.50 -0.32 0.63 -0.30
N 0.428 1.122 2.855 0.05 -0.83 0.78 -0.16
N 1.558 0.080 1.140 -0.15 -0.80 0.29 -0.34
H -1.349 1.341 1.216 -0.28 -0.18 -0.24 0.17
H -0.736 0.180 0.034 0.12 0.23 -0.45 0.35
H -0.454 1.436 3.215 -0.25 0.10 -0.17 0.24
H 2.297 -0.130 1.788 0.12 -0.17 -0.20 0.18
H 1.502 -0.451 0.280 0.07 0.13 -0.07 0.26
H 2.056 0.022 3.763 -0.33 -0.24 -0.03 0.35
H 0.888 0.815 4.855 0.08 -0.17 0.12 0.32
H 2.077 1.756 3.948 0.15 0.10 0.21 0.32
```
Positions in Å, forces in eV/Å.

## Properties
charge: +1
DFT total energy: -454.3168 a.u.
ΔE to the lowest compared entry with this formula, charge and spin: 6.9 kcal/mol
multiplicity: 1
F_max: 0.034 Eh/bohr

---

A molecular structure, C4H13N5 at a distorted geometry. Source: the OMol25 dataset; level of theory: ωB97M-V/def2-TZVPD.

XYZ file:
```
22
Properties=species:S:1:pos:R:3:forces:R:3:mulliken_charge:R:1
C -2.690 -0.377 0.966 0.35 -0.02 0.43 -0.80
C -1.447 -0.903 -0.982 -1.91 0.74 0.65 -0.92
N -1.899 0.042 -0.168 0.12 -1.15 -1.82 -0.16
N -0.162 0.675 1.017 0.37 -0.71 -0.82 0.36
N -0.268 1.695 1.638 0.47 -0.23 0.84 -0.81
H 0.610 1.901 2.194 0.33 0.17 -0.45 0.25
H -2.381 -1.344 1.388 -0.05 0.05 -0.06 0.33
H -3.730 -0.460 0.631 0.14 0.00 -0.10 0.33
H -2.657 0.389 1.740 0.05 -0.05 -0.02 0.27
H 0.203 -0.883 -0.922 2.35 0.49 0.52 0.36
H -1.641 -1.961 -0.769 0.16 0.02 0.11 0.40
H -1.410 -0.627 -2.036 0.44 0.10 0.01 0.44
C 1.500 0.628 -1.632 -0.05 0.08 0.07 -0.99
N 1.332 -0.550 -0.764 -2.12 0.12 0.58 -0.35
C 1.516 -0.226 0.863 -1.07 0.30 -0.14 0.01
N 2.525 0.418 1.301 0.65 0.32 -0.10 -0.78
H 2.018 -1.263 -1.012 -0.19 -0.03 0.15 0.32
H 2.769 1.232 0.739 -0.03 0.02 0.10 0.21
H 1.227 -1.152 1.345 -0.05 -0.17 -0.04 0.42
H 1.383 0.337 -2.677 0.05 0.02 0.08 0.35
H 2.480 1.083 -1.489 -0.04 -0.08 0.02 0.40
H 0.723 1.345 -1.373 0.02 0.01 -0.01 0.35
```
Positions in Å, forces in eV/Å.

## Properties
DFT total energy: -433.7481 a.u.
ΔE to the lowest compared entry with this formula, charge and spin: 139.4 kcal/mol
multiplicity: 1
F_max: 0.048 Eh/bohr

---

2 unconnected molecules or ions with the total composition C4H13NO at a distorted geometry. Source: the OMol25 dataset; level of theory: ωB97M-V/def2-TZVPD.

XYZ file:
```
19
Properties=species:S:1:pos:R:3:forces:R:3:mulliken_charge:R:1
C 2.659 0.345 -1.379 -0.56 -2.29 -0.37 -1.12
C 1.308 -0.444 -1.228 1.42 1.74 2.45 -0.43
N 0.644 0.233 0.036 0.46 -2.79 -0.95 -0.41
C 0.315 -0.906 1.019 1.55 1.56 0.95 -0.32
C -0.942 -1.614 0.588 -2.51 0.83 1.02 -0.83
H 3.222 -0.119 -2.229 -0.44 1.04 0.21 0.33
H 2.274 1.342 -1.475 0.91 0.80 -0.32 0.36
H 3.326 0.180 -0.507 -0.74 0.45 -0.23 0.23
H 1.585 -1.456 -0.952 -0.49 -0.32 -0.19 0.35
H 0.758 -0.408 -2.160 -0.41 0.05 0.05 0.36
H -0.254 0.641 -0.237 0.26 -0.25 0.07 0.21
H 1.216 -1.647 1.111 -1.49 1.47 -0.39 0.26
H 0.271 -0.382 2.069 -0.35 -1.19 -1.84 0.25
H -0.834 -2.135 -0.392 -0.25 0.47 0.79 0.26
H -1.866 -0.867 0.623 2.00 -1.12 -0.79 0.15
H -1.328 -2.281 1.379 0.62 -0.43 -0.45 0.35
O -3.240 2.047 0.844 -1.57 -6.40 -2.14 -0.59
H -4.161 2.078 0.635 -0.44 0.81 0.12 0.31
H -2.843 2.765 1.134 2.05 5.56 2.01 0.28
```
Positions in Å, forces in eV/Å.

## Properties
DFT total energy: -290.1238 a.u.
ΔE to the lowest compared entry with this formula, charge and spin: 45.9 kcal/mol
multiplicity: 1
F_max: 0.135 Eh/bohr

---

2 unconnected molecules or ions with the total composition C4H13NO at a distorted geometry. Source: the OMol25 dataset; level of theory: ωB97M-V/def2-TZVPD.

XYZ file:
```
19
Properties=species:S:1:pos:R:3:forces:R:3:mulliken_charge:R:1
C 1.496 -0.311 0.056 -0.94 -0.30 -1.44 -0.97
C 0.957 0.233 -1.301 -0.38 -0.04 0.67 -0.88
C -0.549 0.564 -1.286 0.86 0.63 -0.61 -0.51
C -1.523 -0.565 -0.973 -0.50 0.07 1.15 -0.46
N -1.004 -1.923 -1.129 -0.72 0.58 -0.84 -0.58
H 0.653 -0.362 0.720 -0.23 0.11 0.67 0.26
H 2.226 0.376 0.420 0.66 0.09 0.56 0.36
H 1.852 -1.337 -0.033 0.40 0.17 0.06 0.27
H 1.443 1.183 -1.507 0.21 -0.01 -0.21 0.38
H 1.162 -0.419 -2.148 0.24 -0.14 -0.02 0.46
H -0.674 1.390 -0.581 -0.21 -0.13 0.18 0.31
H -0.705 1.040 -2.258 -0.47 -0.27 -0.11 0.30
H -2.489 -0.396 -1.466 0.31 -0.22 -0.54 0.31
H -1.823 -0.436 0.071 0.17 -0.04 0.22 0.24
H -1.185 -2.500 -0.326 0.46 -0.05 -0.04 0.24
H -0.057 -1.906 -1.460 0.15 -0.45 0.30 0.26
O 0.209 1.991 4.071 -0.33 -0.30 0.41 -0.63
H 0.695 1.692 4.848 0.23 0.12 -0.13 0.32
H -0.686 1.688 4.282 0.11 0.18 -0.29 0.32
```
Positions in Å, forces in eV/Å.

## Properties
DFT total energy: -290.1647 a.u.
ΔE to the lowest compared entry with this formula, charge and spin: 20.3 kcal/mol
multiplicity: 1
F_max: 0.034 Eh/bohr